Below is a 13-piece molecular cluster, C79H178N8O14 overall at a distorted geometry, with properties calculated with ωB97M-V with the def2-TZVPD basis set.

Last column: Mulliken charge in e.
Positions of all 279 atoms, in Å:
C  5.5243  -32.8907  0.8626  0.1530
C  5.1001  -33.3517  2.2264  -0.6575
O  4.3179  -34.4998  2.1633  -0.5134
H  6.1493  -33.6051  0.3071  0.0713
H  6.0829  -31.9539  0.9615  0.1437
H  4.6231  -32.6542  0.3049  -0.0018
H  4.5508  -32.5752  2.7326  0.1293
H  6.0374  -33.5952  2.7967  0.4388
H  4.2871  -34.8735  3.0302  0.3134
C  12.8554  -27.6552  -4.6032  -0.8929
C  12.1138  -26.9765  -3.4254  0.8881
O  12.9789  -26.2252  -2.6379  -0.6721
H  13.2684  -26.9056  -5.2549  0.5302
H  12.1969  -28.2177  -5.2911  -0.2180
H  13.7218  -28.2683  -4.3096  0.2759
H  11.6395  -27.8161  -2.8370  -0.1893
H  11.3048  -26.3217  -3.7576  -0.0828
H  12.4630  -25.5388  -2.2170  0.4326
C  9.0250  -31.1696  0.6087  -1.0053
C  10.0752  -31.4009  -0.3910  0.5106
O  10.2244  -30.1373  -1.1650  -0.5464
H  8.1293  -30.9350  0.0327  -0.1439
H  9.2720  -30.3500  1.2670  0.4773
H  8.8431  -32.0931  1.1758  0.4419
H  9.7517  -32.1890  -1.1365  -0.1931
H  11.0496  -31.7454  0.1229  0.1749
H  10.5417  -30.3597  -2.0529  -0.2338
C  1.2098  -31.3200  -4.2117  -0.9110
C  1.5441  -30.6449  -2.8575  0.5022
O  1.9810  -29.3313  -2.9408  -0.4942
H  2.0537  -31.7108  -4.7200  -0.2169
H  0.6455  -30.6377  -4.8674  0.3280
H  0.4792  -32.1288  -3.9931  0.4082
H  2.3488  -31.1982  -2.3067  -0.1173
H  0.6315  -30.6814  -2.2474  0.4010
H  2.2164  -29.0430  -2.0726  -0.1428
C  9.2860  -23.4962  -0.7913  -0.9427
C  10.1474  -24.3928  -1.7079  0.5439
O  11.5030  -23.9577  -1.7853  -0.5936
H  9.2457  -22.4851  -1.1840  0.3735
H  9.6400  -23.4679  0.2731  0.3356
H  8.2391  -23.8267  -0.7156  0.0626
H  9.6775  -24.4197  -2.7108  0.0118
H  10.1744  -25.4349  -1.4036  0.1508
H  11.5096  -23.0116  -2.0336  0.3525
C  1.0200  -26.6106  -0.1572  -1.8545
C  1.3287  -27.4613  1.0556  1.7304
C  0.1072  -27.6025  1.9095  -1.6037
C  0.2143  -28.5719  3.0847  -0.6973
C  0.6952  -29.8824  2.6047  -1.2834
C  1.8953  -29.8589  1.7261  2.1050
N  1.7206  -28.8413  0.6402  -0.3879
O  2.9371  -28.8078  -0.1225  1.4965
C  3.1706  -29.6544  2.4932  -1.6562
C  2.0444  -31.2123  1.0560  -2.0062
C  2.4634  -26.7015  1.8268  -1.4917
H  0.5104  -25.6803  0.0873  0.5662
H  0.3276  -27.0993  -0.8643  0.3677
H  1.9491  -26.4795  -0.6670  0.0029
H  -0.1053  -26.6381  2.3056  0.4373
H  -0.7652  -27.8673  1.3207  0.3824
H  -0.7614  -28.5953  3.5730  0.4718
H  0.8802  -28.1837  3.8823  0.3326
H  -0.0639  -30.3750  1.9843  0.4000
H  0.8032  -30.5577  3.4628  0.3443
H  3.2782  -30.5149  3.1447  0.4420
H  4.0136  -29.5376  1.8249  0.2261
H  3.1108  -28.7860  3.1993  0.2542
H  1.3281  -31.1818  0.2666  0.4900
H  3.0077  -31.3604  0.5827  -0.0966
H  1.8800  -32.0203  1.7435  0.6131
H  3.4873  -26.8903  1.4101  -0.0035
H  2.4530  -27.0323  2.8691  0.5051
H  2.1348  -25.6765  1.8274  0.5110
H  3.6696  -28.5430  0.4673  -0.2944
C  7.7229  -21.4910  -5.8797  -1.9448
C  7.1053  -22.8913  -6.1273  2.5119
C  5.8057  -22.8852  -5.3198  -1.3628
C  4.9097  -24.0848  -5.6579  1.0253
C  4.5502  -23.9938  -7.1365  -2.2988
C  5.7378  -23.8329  -8.1062  2.0832
N  6.7442  -22.8099  -7.5807  -0.1610
O  7.9075  -22.9709  -8.3451  -0.4992
C  6.4198  -25.1969  -8.2519  -1.6641
C  5.2845  -23.2699  -9.4706  -1.9425
C  8.0094  -24.0103  -5.6840  -1.1176
H  7.0177  -20.7045  -6.2763  0.3268
H  8.7323  -21.3619  -6.2861  0.4170
H  7.7787  -21.2142  -4.8450  0.2833
H  6.0024  -22.8736  -4.2552  -0.2117
H  5.1048  -22.1099  -5.6437  0.6938
H  4.0484  -24.1168  -4.9972  0.7536
H  5.3579  -25.0849  -5.4903  -0.7879
H  3.8439  -23.1947  -7.3103  0.4158
H  4.0266  -24.8942  -7.4854  0.4413
H  7.4908  -25.1461  -8.4680  0.3258
H  6.3916  -25.7461  -7.3344  -0.0215
H  5.8568  -25.6655  -9.0537  0.5944
H  6.1760  -23.1036  -10.0461  0.4733
H  4.5974  -23.9479  -9.9732  0.3892
H  4.7531  -22.3007  -9.4335  0.3822
H  8.9595  -23.9165  -6.2038  0.5768
H  7.5062  -24.9552  -5.8434  -0.2127
H  8.2768  -23.8914  -4.6228  0.0178
H  8.0246  -22.1726  -8.9061  0.3692
C  3.3999  -36.0193  -8.6377  -1.7546
C  2.7028  -34.8100  -7.9739  1.4883
C  2.7412  -35.1041  -6.4445  -1.2899
C  4.1515  -34.9595  -5.8062  0.0616
C  4.7209  -33.5549  -6.1752  -0.1617
C  4.6432  -33.1330  -7.6253  2.1498
N  3.3369  -33.5332  -8.1878  0.2939
O  3.2564  -33.2107  -9.5597  -0.5037
C  4.7315  -31.6264  -7.8045  -0.8283
C  5.7572  -33.8203  -8.3685  -2.0223
C  1.2800  -34.6123  -8.4844  -2.0030
H  2.8661  -36.8942  -8.3006  0.4846
H  4.4008  -36.1943  -8.2642  0.4043
H  3.3920  -35.8790  -9.7213  0.3480
H  2.0135  -34.4420  -5.9620  0.1339
H  2.4031  -36.1549  -6.2842  0.5163
H  4.8220  -35.7568  -6.1084  0.4747
H  4.0421  -35.0886  -4.7360  -0.2914
H  5.7858  -33.5053  -5.8827  0.0745
H  4.2854  -32.8324  -5.5011  -0.6361
H  3.9425  -31.1528  -7.1689  0.2233
H  5.7228  -31.1989  -7.5808  -0.3398
H  4.5684  -31.3979  -8.8811  0.5994
H  5.7069  -33.7162  -9.4325  0.4834
H  6.6986  -33.3750  -8.1304  0.2413
H  5.7148  -34.8794  -8.1998  0.3028
H  0.6347  -35.4545  -8.1563  0.3995
H  1.3008  -34.5117  -9.5512  0.4259
H  0.8135  -33.7279  -8.0780  0.3680
H  3.7586  -33.8038  -10.1424  0.3425
C  5.3663  -30.5486  -2.2976  -0.9122
C  6.2984  -30.0447  -3.4241  2.3887
C  5.4733  -29.8569  -4.6780  -0.1338
C  6.3384  -29.2805  -5.8026  -0.1758
C  7.0158  -27.9899  -5.3695  -0.0754
C  7.7438  -28.1019  -3.9815  2.0198
N  6.9104  -28.7845  -3.0102  1.1246
O  7.5937  -28.9271  -1.7877  -0.6744
C  9.1727  -28.7592  -4.2547  -0.2565
C  8.0793  -26.7665  -3.3733  -1.1345
C  7.3215  -31.1932  -3.6005  1.1314
H  4.7925  -31.4447  -2.6269  0.0838
H  4.6130  -29.7631  -2.1250  -0.3489
H  5.9518  -30.6602  -1.3926  -0.3026
H  5.0304  -30.8319  -4.9711  -0.7332
H  4.6882  -29.1380  -4.4661  0.1599
H  5.6928  -29.1519  -6.6865  0.9571
H  7.1175  -29.9650  -6.1068  -1.2084
H  6.2799  -27.1238  -5.3312  -0.8712
H  7.8031  -27.7952  -6.1127  0.4127
H  9.1565  -29.6647  -4.8627  -0.9006
H  9.7793  -27.9361  -4.7084  0.6495
H  9.7531  -29.0188  -3.3784  -0.5615
H  8.6072  -26.8674  -2.4197  0.3080
H  8.6895  -26.2000  -4.0868  -0.1549
H  7.2139  -26.1994  -3.1584  -0.0361
H  6.8158  -32.1429  -3.5380  0.0056
H  8.1074  -31.1400  -2.8635  -0.4159
H  7.8363  -31.2200  -4.5466  -1.1104
H  8.3944  -29.4768  -1.9308  0.3379
C  11.1299  -27.3352  -9.5951  -1.4741
C  11.6233  -28.7612  -9.6989  2.1586
C  11.7742  -29.3662  -8.2854  -1.5597
C  10.4141  -29.6642  -7.6155  1.4347
C  9.5576  -30.5584  -8.5725  -1.6507
C  9.3243  -29.9530  -9.9335  2.5105
N  10.7102  -29.6020  -10.5004  -0.1803
O  10.3820  -28.8698  -11.6757  -0.4895
C  8.7810  -30.9576  -10.9847  -2.3086
C  8.3039  -28.8115  -9.7913  -0.9950
C  12.9669  -28.7944  -10.3972  -2.1249
H  11.1509  -26.8773  -10.5719  0.3595
H  11.7719  -26.7320  -8.9432  0.4045
H  10.1584  -27.3148  -9.0857  0.0842
H  12.3353  -30.3220  -8.3330  0.3281
H  12.3108  -28.5594  -7.7446  0.2370
H  9.8966  -28.7399  -7.4700  0.0655
H  10.5596  -30.2874  -6.7235  -0.4641
H  8.6020  -30.7977  -8.0942  -0.6294
H  10.0647  -31.4856  -8.8016  0.5663
H  8.4712  -30.3388  -11.7935  0.5913
H  9.6015  -31.5557  -11.3498  0.4682
H  7.9115  -31.5447  -10.6491  0.2866
H  8.5423  -28.0349  -10.4474  0.4456
H  7.2847  -29.0863  -10.0485  0.5072
H  8.3858  -28.4169  -8.7633  -0.4032
H  13.7194  -28.1911  -9.8295  0.3185
H  12.9254  -28.3018  -11.3980  0.4766
H  13.2989  -29.8263  -10.4576  0.4445
H  10.9535  -29.3417  -12.2813  0.3925
C  5.2763  -37.1631  -0.2789  -1.7528
C  6.1641  -36.7707  -1.3971  1.7925
C  5.5221  -35.5803  -2.0805  -1.1978
C  6.3954  -34.9538  -3.1792  0.6131
C  7.8349  -34.6886  -2.6293  -0.2594
C  8.4708  -35.8721  -1.9305  1.9063
N  7.5124  -36.3896  -0.9539  0.5886
O  8.0956  -37.5032  -0.2980  -0.6012
C  9.0255  -36.8206  -3.0262  -1.1925
C  9.6852  -35.3547  -1.0978  -1.3301
C  6.1928  -37.9843  -2.3774  -2.0743
H  5.7234  -37.8988  0.4165  0.4468
H  4.3161  -37.5580  -0.6075  0.3218
H  5.0007  -36.2915  0.3304  0.2122
H  4.5582  -35.8567  -2.5574  0.5882
H  5.3439  -34.8143  -1.3391  -0.4343
H  6.0345  -33.9944  -3.5036  -0.4315
H  6.4497  -35.5883  -4.0952  -0.1184
H  7.7929  -33.8574  -1.9546  0.3219
H  8.4060  -34.4474  -3.5139  -0.1135
H  9.6879  -37.5836  -2.6003  0.4254
H  8.2861  -37.2296  -3.6817  0.2371
H  9.7423  -36.1775  -3.5345  0.2288
H  10.3316  -36.1676  -0.8014  0.5127
H  10.2713  -34.6437  -1.7128  -0.1607
H  9.3001  -34.8234  -0.2354  0.3501
H  5.2185  -38.4065  -2.4059  0.4594
H  6.9056  -38.7425  -2.0417  0.3230
H  6.5157  -37.6837  -3.3579  0.2788
H  8.1346  -37.2465  0.6154  0.3291
C  12.3405  -32.3015  -6.1777  -1.2505
C  11.6259  -32.8323  -4.8844  2.1919
C  11.9454  -34.3432  -4.7668  -0.6104
C  13.3549  -34.6095  -4.2999  -0.9112
C  13.6903  -33.9525  -3.0081  -1.0435
C  13.4482  -32.4467  -3.1564  0.9761
N  12.0729  -32.2737  -3.6129  0.1689
O  11.6564  -30.9024  -3.6709  2.0673
C  13.7612  -31.6157  -1.8474  -1.5577
C  14.6106  -31.8739  -4.1493  -1.5099
C  10.1339  -32.5983  -5.0387  -0.8089
H  13.3629  -32.6662  -6.2945  0.4206
H  12.4189  -31.2091  -6.1683  -0.1992
H  11.7150  -32.5156  -7.0685  0.2843
H  11.2217  -34.7990  -4.0663  -0.6384
H  11.7251  -34.8419  -5.6899  0.7094
H  13.9479  -34.4005  -5.1957  0.3145
H  13.4957  -35.6776  -4.1587  0.5500
H  14.7519  -34.0473  -2.7179  0.3369
H  13.1002  -34.2918  -2.1565  0.3019
H  14.7402  -31.9073  -1.5306  0.6424
H  13.6937  -30.5609  -2.0690  0.2041
H  13.0781  -31.8884  -1.0576  0.1239
H  14.3703  -30.9402  -4.6448  0.0856
H  15.4379  -31.6628  -3.4688  0.5320
H  15.0670  -32.5340  -4.8777  0.3287
H  9.8215  -33.3570  -5.7679  0.9816
H  9.9052  -31.6288  -5.4628  -0.7479
H  9.6161  -32.7288  -4.0800  -0.9772
H  12.3175  -30.4525  -4.2439  -0.5309
C  3.8697  -26.5226  -3.2102  -0.5450
O  4.6230  -25.4582  -2.7142  -0.0529
C  4.2685  -25.1369  -1.4220  -0.2852
C  5.2368  -24.0860  -0.9802  -0.1449
N  4.8944  -22.7843  -1.5929  -0.4319
C  5.8943  -21.7595  -1.2907  -0.1621
C  5.5975  -20.3605  -1.7948  -0.9183
O  6.0477  -20.3092  -3.1542  -0.0592
C  5.5437  -19.2928  -3.9655  -0.8878
H  4.0645  -27.5113  -2.7192  -0.4431
H  4.1152  -26.7022  -4.2681  0.3579
H  2.8330  -26.4368  -3.0587  0.7566
H  4.3799  -26.0618  -0.8823  0.0337
H  3.2015  -24.8793  -1.3649  0.3440
H  6.2319  -24.4236  -1.2500  -0.4543
H  5.1759  -23.9032  0.1061  0.5060
H  4.7841  -22.9201  -2.6096  0.3258
H  6.8775  -22.0704  -1.6259  -0.0596
H  5.9229  -21.7751  -0.1975  0.5968
H  6.1593  -19.5774  -1.2214  0.3513
H  4.5032  -20.1579  -1.7954  0.3883
H  5.8064  -19.6156  -4.9641  0.1573
H  5.9658  -18.3188  -3.6722  0.3026
H  4.4941  -19.1413  -3.9960  0.4204

- E (eV) = -125384.3862
- HOMO-LUMO gap (eV) = 8.7
- HOMO level (eV) = -8.22
- total charge = 0